DFT (ωB97M-V/def2-TZVPD) results for 2 unconnected molecules or ions with the total composition C29H32N4O2 at a distorted geometry.

- energy relative to the best compared isomer or geometry (same formula, charge and spin) (kcal per mole) = 0.0
- E_HOMO (eV) = -6.73
- LUMO energy (eV) = -1.37
- net charge = 0
- Kohn-Sham gap (eV) = 5.4

```
67
C29H32N4O2 ωB97M-V/def2-TZVPD
C 1.01 -3.88 -4.74
C 1.99 -2.83 -5.22
N 1.67 -1.52 -4.69
C 2.28 -0.44 -5.44
C 1.65 0.90 -5.09
C 1.68 1.12 -3.58
C 1.24 -0.07 -2.79
C 1.24 -1.36 -3.40
C 0.83 -2.49 -2.62
C 0.39 -2.33 -1.33
C 0.32 -1.04 -0.71
C -0.35 -0.91 0.53
C -0.90 0.28 1.05
C -1.36 0.30 2.41
C -1.82 1.45 3.01
C -1.80 2.69 2.30
N -2.11 3.86 2.94
C -2.73 3.88 4.25
C -2.22 2.75 5.13
C -2.33 1.41 4.42
C -2.23 5.12 2.24
C -1.32 5.19 1.04
C -1.53 3.97 0.15
C -1.47 2.68 0.92
C -1.12 1.49 0.31
C 0.87 0.05 -1.46
C 0.89 -3.86 -3.21
H 0.02 -3.69 -5.18
H 1.35 -4.86 -5.08
H 3.02 -3.11 -4.93
H 1.97 -2.75 -6.31
H 3.37 -0.41 -5.24
H 2.15 -0.67 -6.51
H 2.21 1.68 -5.60
H 0.62 0.93 -5.46
H 2.71 1.38 -3.28
H 1.06 1.98 -3.33
H 0.03 -3.20 -0.77
H -0.65 -1.83 1.03
H -1.33 -0.64 2.98
H -2.51 4.85 4.70
H -3.83 3.81 4.14
H -1.18 2.94 5.41
H -2.81 2.74 6.05
H -3.37 1.07 4.43
H -1.75 0.66 4.97
H -3.28 5.28 1.93
H -2.00 5.92 2.96
H -1.53 6.11 0.49
H -0.27 5.24 1.37
H -2.51 4.06 -0.34
H -0.78 3.96 -0.65
H -1.03 1.45 -0.78
H 0.94 1.03 -0.97
H -0.01 -4.41 -2.91
H 1.74 -4.40 -2.78
N 0.66 -2.71 2.04
C 0.33 -4.04 1.92
O -0.45 -4.50 1.09
N 0.95 -4.89 2.84
C 1.92 -4.57 3.79
O 2.41 -5.47 4.47
C 2.21 -3.16 3.81
C 1.53 -2.32 2.96
H 0.69 -5.86 2.75
H 2.94 -2.77 4.50
H 1.70 -1.24 3.02
```